1.
The following is a quantum chemistry calculation of 2 unconnected molecules or ions with the total composition C26H25NO3S at a distorted geometry, from the OMol25 dataset.

Output
- LUMO energy (eV) = -0.3
- spin multiplicity = 1
- DFT total energy (eV) = -45832.754

Cartesian coordinates (Å):
C1 4.839 -0.602 1.121
N1 3.455 -1.015 1.167
C2 2.387 -0.162 1.164
C3 1.184 -0.898 1.201
C4 -0.082 -0.314 0.888
C5 -1.314 -1.135 1.011
C6 -1.436 -2.266 0.189
C7 -2.575 -3.070 0.240
C8 -3.597 -2.765 1.145
C9 -3.523 -1.601 1.926
C10 -2.394 -0.783 1.848
C11 1.586 -2.297 1.374
C12 0.938 -3.478 1.738
C13 1.693 -4.639 1.972
C14 3.093 -4.632 1.878
C15 3.785 -3.462 1.521
C16 3.006 -2.330 1.277
H1 5.473 -1.488 1.062
H2 5.014 0.016 0.231
H3 5.115 -0.013 2.010
H4 2.559 0.906 1.270
H5 -0.186 0.753 1.098
H6 -0.604 -2.502 -0.490
H7 -2.620 -3.955 -0.400
H8 -4.462 -3.423 1.222
H9 -4.330 -1.355 2.621
H10 -2.328 0.131 2.457
H11 -0.136 -3.483 1.899
H12 1.186 -5.575 2.247
H13 3.666 -5.549 2.074
H14 4.863 -3.410 1.426
C17 -3.963 -0.161 -3.416
C18 -3.392 0.115 -2.043
O1 -1.948 0.286 -2.174
C19 -1.348 1.015 -1.189
C20 0.090 0.674 -1.039
S1 1.128 1.917 -0.543
C21 0.633 3.612 -0.952
C22 -0.310 4.247 -0.130
C23 -0.520 5.624 -0.237
C24 0.185 6.370 -1.189
C25 1.097 5.727 -2.037
C26 1.330 4.354 -1.916
O2 2.414 1.744 -1.276
O3 -1.955 1.805 -0.475
H15 -4.933 -0.664 -3.325
H16 -4.132 0.790 -3.946
H17 -3.297 -0.785 -4.031
H18 -3.836 1.018 -1.612
H19 -3.559 -0.739 -1.374
H20 0.504 0.095 -1.848
H21 -0.893 3.647 0.572
H22 -1.246 6.105 0.430
H23 0.028 7.449 -1.260
H24 1.632 6.302 -2.800
H25 2.036 3.847 -2.577

***

2.
The following is a quantum chemistry calculation of a molecular structure, C26H26BI2N9OS2SeTa at a distorted geometry, from the OMol25 dataset.

Output
- LUMO energy (eV) = -10.1
- spin multiplicity = 1
- total charge = +3
- energy above the lowest of the compared OMol25 structures with the same formula, charge and spin (kcal/mol) = 45.5
- DFT total energy (eV) = -148267.695

Cartesian coordinates (Å):
Ta1 -0.036 -0.407 0.103
I1 -3.067 2.829 6.619
C1 -2.477 1.940 4.822
C2 -3.266 2.085 3.684
C3 -2.851 1.511 2.500
I2 -4.025 1.553 0.762
C4 -1.640 0.814 2.436
O1 -1.172 0.312 1.271
C5 -0.877 0.621 3.591
C6 0.374 -0.221 3.504
N1 1.221 0.150 2.340
C7 1.659 1.546 2.421
C8 2.060 2.112 1.095
C9 2.904 3.213 1.046
C10 3.199 3.792 -0.174
C11 2.655 3.236 -1.325
C12 1.842 2.132 -1.198
N2 1.540 1.576 -0.013
C13 -1.300 1.195 4.773
H1 -4.194 2.637 3.730
H2 0.104 -1.274 3.389
H3 0.935 -0.120 4.436
H4 2.033 -0.458 2.339
H5 2.478 1.669 3.132
H6 0.822 2.144 2.790
H7 3.316 3.614 1.962
H8 3.846 4.658 -0.228
H9 2.862 3.655 -2.300
H10 1.407 1.670 -2.072
H11 -0.716 1.059 5.676
C14 -3.975 -2.865 1.914
N3 -3.794 -2.598 0.493
C15 -4.795 -2.464 -0.433
C16 -4.199 -2.257 -1.637
N4 -2.841 -2.259 -1.448
B1 -1.774 -2.321 -2.588
N5 -1.950 -1.109 -3.538
C17 -2.363 -1.197 -4.845
C18 -2.247 0.031 -5.409
N6 -1.746 0.870 -4.443
C19 -1.506 2.293 -4.636
C20 -1.571 0.151 -3.318
S1 -1.139 0.904 -1.805
C21 -2.618 -2.475 -0.149
S2 -1.059 -2.671 0.596
H12 -5.021 -3.092 2.095
H13 -3.691 -1.995 2.505
H14 -3.373 -3.719 2.214
H15 -5.836 -2.542 -0.171
H16 -4.645 -2.119 -2.607
H17 -1.927 -3.326 -3.207
H18 -0.678 -2.237 -2.090
H19 -2.700 -2.126 -5.271
H20 -2.478 0.369 -6.405
H21 -1.082 2.455 -5.624
H22 -0.820 2.664 -3.879
H23 -2.439 2.851 -4.564
Se1 2.006 -1.265 -2.885
N7 3.186 -2.480 -2.620
C22 3.214 -2.832 -1.340
C23 4.033 -3.811 -0.721
C24 3.857 -3.994 0.621
C25 2.903 -3.233 1.341
N8 2.133 -2.300 0.806
C26 2.290 -2.120 -0.514
N9 1.532 -1.218 -1.148
H24 4.748 -4.375 -1.306
H25 4.444 -4.728 1.155
H26 2.771 -3.402 2.403

***

3.
The following is a quantum chemistry calculation of a molecular structure, C26H26BrN4O7S2V, from the OMol25 dataset.

Output
- LUMO energy (spin up / spin down) (eV) = 1.8 / 1.7
- spin multiplicity = 4
- total charge = -1
- energy above the lowest of the compared OMol25 structures with the same formula, charge and spin (kcal/mol) = 0.0
- DFT total energy (eV) = -165083.736

Cartesian coordinates (Å):
V1 0.007 0.725 0.009
Br1 4.626 2.585 5.474
C1 3.574 1.766 4.118
C2 4.130 0.743 3.340
C3 3.383 0.125 2.373
C4 2.034 0.506 2.106
O1 1.353 -0.137 1.231
C5 1.502 1.584 2.897
C6 0.144 2.001 2.790
N1 -0.626 1.668 1.807
C7 -2.017 1.873 1.812
C8 -2.727 2.825 2.503
C9 -4.128 2.910 2.380
C10 -4.819 2.060 1.573
C11 -4.121 1.074 0.833
C12 -4.750 0.177 -0.057
C13 -3.997 -0.721 -0.747
C14 -2.596 -0.734 -0.551
N2 -1.982 0.086 0.266
C15 -2.721 0.984 0.962
C16 2.286 2.173 3.909
H1 5.157 0.444 3.509
H2 3.803 -0.657 1.755
H3 -0.282 2.542 3.638
H4 -2.209 3.537 3.134
H5 -4.656 3.678 2.933
H6 -5.895 2.136 1.471
H7 -5.826 0.224 -0.188
H8 -4.436 -1.418 -1.447
H9 -1.973 -1.437 -1.088
H10 1.857 2.963 4.514
O2 2.227 -1.169 -3.237
S1 1.930 -0.049 -2.375
O3 2.969 0.360 -1.463
O4 0.624 -0.255 -1.716
C17 1.650 1.354 -3.481
C18 2.192 1.205 -4.750
C19 2.107 2.214 -5.701
C20 1.467 3.399 -5.383
C21 0.918 3.556 -4.118
C22 0.999 2.551 -3.162
S2 0.189 2.943 -1.607
O5 1.116 2.517 -0.542
O6 -0.101 4.351 -1.643
O7 -0.994 2.066 -1.520
H11 2.680 0.268 -4.982
H12 2.541 2.070 -6.683
H13 1.391 4.199 -6.110
H14 0.416 4.475 -3.844
N3 -0.622 -2.616 1.359
C23 -0.436 -3.938 1.939
C24 0.584 -4.768 1.147
C25 0.155 -5.257 -0.257
C26 0.608 -4.365 -1.422
N4 -0.211 -3.164 -1.564
H15 0.213 -2.036 1.451
H16 -1.373 -2.112 1.810
H17 -1.399 -4.457 1.922
H18 -0.119 -3.901 2.988
H19 0.837 -5.635 1.761
H20 1.508 -4.185 1.059
H21 -0.933 -5.369 -0.300
H22 0.579 -6.253 -0.415
H23 0.541 -4.932 -2.355
H24 1.672 -4.134 -1.275
H25 0.280 -2.490 -2.145
H26 -0.299 -2.727 -0.650

***

4.
The following is a quantum chemistry calculation of a molecular structure, C26H26Cl3N5O2ReS5, from the OMol25 dataset.

Output
- LUMO energy (spin up / spin down) (eV) = -7.4 / -7.7
- spin multiplicity = 2
- total charge = +2
- energy above the lowest of the compared OMol25 structures with the same formula, charge and spin (kcal/mol) = 22.7
- DFT total energy (eV) = -132789.751

Cartesian coordinates (Å):
Re1 -1.996 -1.933 -0.466
O1 -2.459 -8.719 -0.015
C1 -2.457 -7.540 -0.082
S1 -2.325 -6.457 1.356
C2 -2.359 -4.992 0.427
C3 -2.485 -5.071 -0.900
S2 -2.549 -3.574 -1.838
S3 -2.587 -6.631 -1.640
S4 -2.315 -3.390 1.134
Cl1 0.485 4.197 3.823
C4 1.318 3.344 2.568
C5 1.816 2.074 2.815
C6 2.447 1.398 1.783
C7 2.598 1.956 0.515
C8 3.364 1.172 -0.526
C9 2.556 0.836 -1.787
N1 1.674 -0.303 -1.513
C10 2.088 -1.601 -1.287
C11 0.985 -2.310 -0.958
N2 -0.109 -1.452 -0.985
C12 0.369 -0.244 -1.324
O2 4.545 1.818 -0.929
C13 5.720 1.239 -0.346
C14 5.932 -0.152 -0.855
C15 5.755 -1.297 -0.135
Cl2 5.302 -1.415 1.524
S5 5.999 -2.730 -1.045
C16 6.336 -1.799 -2.452
C17 6.270 -0.464 -2.209
C18 2.094 3.242 0.314
Cl3 2.278 4.042 -1.217
C19 1.453 3.941 1.323
H1 1.725 1.637 3.799
H2 2.864 0.415 1.973
H3 3.604 0.211 -0.057
H4 3.240 0.549 -2.585
H5 1.928 1.651 -2.136
H6 3.124 -1.885 -1.382
H7 0.864 -3.352 -0.722
H8 -0.217 0.652 -1.450
H9 5.635 1.246 0.745
H10 6.536 1.902 -0.627
H11 6.600 -2.294 -3.372
H12 6.473 0.292 -2.954
H13 1.080 4.940 1.148
C20 -5.948 1.871 -0.708
C21 -6.045 0.375 -0.938
N3 -4.809 -0.272 -0.473
C22 -3.879 0.315 0.281
N4 -2.706 -0.367 0.492
C23 -1.945 0.113 1.665
C24 -1.713 1.600 1.484
C25 -3.056 2.303 1.501
N5 -4.092 1.499 0.829
C26 -5.427 2.110 0.696
H14 -6.929 2.325 -0.835
H15 -5.276 2.333 -1.433
H16 -6.171 0.135 -1.992
H17 -6.883 -0.050 -0.384
H18 -4.710 -1.264 -0.630
H19 -1.004 -0.442 1.724
H20 -2.507 -0.091 2.582
H21 -1.207 1.778 0.532
H22 -1.065 1.995 2.263
H23 -3.012 3.271 0.998
H24 -3.401 2.477 2.522
H25 -5.317 3.167 0.926
H26 -6.092 1.672 1.445

***

Which formula does entry 4 have? C26H26Cl3N5O2ReS5